This record from the Open Molecules 2025 dataset describes an isolated molecule of C2H4BrN at a distorted geometry. The level of theory is wB97M-V/def2-TZVPD.

The geometry in XYZ format:
```
8
Properties=species:S:1:pos:R:3
C -1.28304 -0.72726 -0.53040
C -1.40029 0.56011 -0.73995
N 1.74908 -0.50695 1.03490
Br 0.07979 -1.41100 0.55842
H -0.70616 1.45014 -0.52013
H -2.07406 0.80511 -1.49527
H 1.54037 0.37677 1.58267
H 2.09430 -0.54692 0.10976
```

Calculated values
Orbital gap (alpha / beta)   0.30876 / 0.30871 hartree
Charge   0
Strongest force on any atom   2.80 eV Å⁻¹
LUMO (alpha / beta)   -0.3 / -0.3 eV
Energy relative to the best compared isomer or geometry (same formula, charge and spin)   118.0 kcal/mol

---

This record from the Open Molecules 2025 dataset describes a cluster of 17 separate species, H35O17 in total at a distorted geometry. The level of theory is wB97M-V/def2-TZVPD.

The geometry in XYZ format:
```
52
Properties=species:S:1:pos:R:3
O 0.66622 2.03327 -0.61444
H 0.00437 -4.74088 -1.54289
H 0.55902 1.48013 -1.45057
O 0.06935 -3.73040 -1.61781
H -2.55460 -2.77253 0.08544
H 2.77660 1.99922 3.02578
O 0.04895 2.66669 4.33316
H 0.66896 1.97320 4.19296
H -1.24429 0.58908 -1.87777
O -0.22237 -4.71777 1.39550
H 0.33639 -4.45536 2.06184
H 0.57989 3.18421 -3.14323
O -1.50492 0.90789 -1.09557
H -3.54222 3.60455 -2.22049
O 0.71053 -0.58273 -0.51055
H 0.34130 -1.41812 -0.10410
H 2.31826 -1.59084 -5.11890
O -1.11838 -0.30349 1.99357
H -2.46319 -1.86050 4.45267
H -0.33102 -1.76833 -3.45692
O -2.87172 3.52337 -1.66510
H -0.18206 2.55158 -0.55808
H -3.02544 4.01768 -0.90190
O -3.12108 -2.19425 0.70597
H 2.93028 1.72943 1.60113
H -3.99391 -2.68747 0.91805
O 1.89590 -1.88555 -4.26715
H -1.15604 -0.51040 1.05683
H 2.41933 -2.67624 -4.16198
O 2.39655 -1.18388 1.06997
H 0.81301 0.59129 1.90873
H 3.21599 1.23016 -1.09695
O -0.51408 -1.10037 -2.95672
H 3.34603 -1.27272 0.93863
H -0.34936 -1.15107 -2.01917
O 0.47518 1.34422 1.55107
H 0.35595 1.25827 0.08329
H 0.50279 3.42979 4.74647
O 2.96514 1.55824 -1.96877
H -1.60351 -1.10096 2.31618
H 1.62748 -0.79235 -0.61246
O 0.10704 4.01786 -2.89795
H -0.55349 1.14631 1.75066
H 0.99602 -3.60664 -1.40791
O 2.78439 1.28527 2.38057
H 3.45780 1.03010 -2.59092
H -1.15728 -4.73713 1.72247
O -2.76967 -0.99983 4.08605
H -3.71085 -1.12597 3.92127
H -2.49080 1.05295 -1.07151
H 1.98672 -1.53201 1.88472
H -0.85436 3.82344 -2.70588
```

Calculated values
Orbital gap   0.38966 hartree
Charge   +1
Strongest force on any atom   9.11 eV Å⁻¹
LUMO   -2.8 eV
Energy relative to the best compared isomer or geometry (same formula, charge and spin)   143.9 kcal/mol

---

This record from the Open Molecules 2025 dataset describes a cluster of 2 separate species, C2H8N3 in total. The level of theory is wB97M-V/def2-TZVPD.

The geometry in XYZ format:
```
13
Properties=species:S:1:pos:R:3
N -1.22136 1.24770 0.42157
C -1.04680 1.13120 -0.87412
N -0.05417 0.50242 -1.43709
H -0.57983 0.80644 1.06649
H -2.10144 1.59244 0.77742
H -1.73985 1.67887 -1.49500
H 0.20981 0.83664 -2.35102
H 0.59543 -0.07532 -0.88978
C 0.92609 -1.46200 1.51199
N 1.32002 -1.41834 0.30969
H -0.14126 -1.42569 1.72173
H 1.60812 -1.61481 2.35096
H 2.32383 -1.59450 0.28992
```

Calculated values
Orbital gap   0.41583 hartree
Charge   +1
Strongest force on any atom   0.64 eV Å⁻¹
LUMO   -3.5 eV
Energy relative to the best compared isomer or geometry (same formula, charge and spin)   29.8 kcal/mol